Computed, not measured: a structure of composition C4H7BrNS, with ωB97M-V with the def2-TZVPD basis set.

As for the energy relative to the best compared isomer or geometry (same formula, charge and spin): 268.4 kJ/mol. As for the net charge: +1. As for the total energy: -86619.9052 eV. The LUMO energy (alpha / beta) comes out at -6.153 / -6.153 eV. The HOMO energy (alpha / beta) is -12.78 / -12.78 eV.

```
14
Properties=species:S:1:pos:R:3:lowdin_charge:R:1
Br 2.17 3.95 -0.82 0.85
S 0.25 1.78 -0.69 1.09
N -0.34 -1.09 -0.48 -0.09
C 1.18 2.74 0.16 -0.88
C -0.28 -2.50 -0.50 -0.11
C -0.78 -0.32 0.64 -0.11
C -0.56 0.98 0.61 -0.40
H -0.89 1.65 1.35 0.06
H 0.26 -2.82 -1.43 0.11
H 0.48 -2.83 0.22 0.09
H 1.13 2.84 1.22 0.05
H -1.35 -0.76 1.44 0.15
H 0.02 -0.61 -1.26 0.07
H -1.28 -3.03 -0.47 0.11
```



Computed, not measured: a structure of composition C4H7BrO2, with ωB97M-V with the def2-TZVPD basis set.

As for the energy relative to the best compared isomer or geometry (same formula, charge and spin): 201.9 kJ/mol. As for the net charge: 0. As for the total energy: -78396.4345 eV. The LUMO energy comes out at 0.654 eV. The HOMO energy is -8.99 eV.

```
14
Properties=species:S:1:pos:R:3:lowdin_charge:R:1
Br 3.06 -0.25 0.13 0.70
O 0.41 0.41 -1.85 -0.02
O 1.05 -2.34 0.41 0.03
C 1.31 0.49 0.45 -0.57
C -1.14 0.38 -0.15 -0.08
C 0.30 -1.87 -0.34 -0.11
C 0.20 0.05 -0.51 -0.58
H -1.80 -0.38 -0.53 0.08
H -1.68 1.32 -0.66 0.15
H 1.04 0.24 1.58 0.12
H 1.42 1.54 0.52 0.04
H -1.34 0.41 0.87 0.07
H -0.41 -2.31 -0.95 0.09
H 0.42 1.36 -1.85 0.09
```